{"formula": "C3H16NO4", "method": "ωB97M-V/def2-TZVPD", "species": ["C", "O", "C", "C", "N", "H", "H", "H", "H", "H", "H", "H", "H", "H", "H", "H", "H", "O", "H", "H", "O", "H", "H", "O"], "xyz": [[0.133, -0.269, 1.325], [-0.729, 0.380, 0.449], [1.182, -1.087, 0.546], [1.556, -2.395, 1.203], [0.761, -1.262, -0.874], [0.733, 0.393, 1.960], [-0.349, -0.884, 2.086], [-0.482, 1.292, 0.225], [2.158, -0.635, 0.553], [0.746, -3.131, 1.264], [1.808, -2.255, 2.258], [2.450, -2.866, 0.792], [0.038, -1.974, -0.957], [0.265, -0.401, -1.146], [1.588, -1.360, -1.457], [-1.192, 0.828, -2.434], [-1.747, -0.601, -2.276], [-1.240, -0.033, -2.866], [0.534, 3.384, 1.292], [-0.203, 2.949, 0.060], [0.653, 2.843, 0.501], [-2.800, 2.903, -1.370], [-3.316, 1.799, -0.543], [-2.548, 2.385, -0.591]], "energy_ev": -13044.09511, "homo_energy_ev": -15.0, "total_charge": 1, "e_lumo_ev": -3.17, "de_lowest_kj_mol": 100.5, "multiplicity": 1}